{"formula": "C29H44Br51ClFNO3PS", "method": "ωB97M-V/def2-TZVPD", "elements": ["C", "O", "C", "C", "C", "C", "C", "O", "P", "C", "F", "S", "C", "C", "C", "C", "O", "C", "N", "Cl", "H", "H", "H", "H", "H", "H", "H", "H", "H", "H", "H", "H", "H", "H", "H", "H", "H", "H", "H", "H", "H", "H", "H", "H", "H", "H", "H", "C", "Br", "Br", "Br", "H", "C", "Br", "Br", "Br", "H", "C", "Br", "Br", "Br", "H", "C", "Br", "Br", "Br", "H", "C", "Br", "Br", "Br", "H", "C", "Br", "Br", "Br", "H", "C", "Br", "Br", "Br", "H", "C", "Br", "Br", "Br", "H", "C", "Br", "Br", "Br", "H", "C", "Br", "Br", "Br", "H", "C", "Br", "Br", "Br", "H", "C", "Br", "Br", "Br", "H", "C", "Br", "Br", "Br", "H", "C", "Br", "Br", "Br", "H", "C", "Br", "Br", "Br", "H", "C", "Br", "Br", "Br", "H", "C", "Br", "Br", "Br", "H"], "positions_angstrom": [[0.28897, -2.59486, 3.17526], [1.37481, -2.43806, 2.28345], [0.95554, -1.85811, 1.05576], [1.87132, -0.72992, 0.63729], [1.96403, 0.40758, 1.66673], [1.15101, 1.63892, 1.28440], [-0.33656, 1.37765, 1.31694], [-0.92756, 1.44090, 2.56713], [-2.63798, 1.67601, 2.45091], [-2.79848, -0.22636, 2.33253], [-2.59525, 1.54480, 4.14729], [-2.33437, 3.87465, 2.86477], [-4.51108, 1.91614, 2.61897], [-5.39611, 1.86313, 1.36851], [-5.35250, 3.12245, 0.49995], [-5.27340, 0.60081, 0.52435], [-2.50444, 1.92306, 0.71834], [-1.22459, 2.07903, 0.28206], [-1.11432, 1.31894, -0.96091], [-0.67704, 3.79335, -0.15182], [0.52755, -3.34699, 3.91694], [0.13126, -1.66141, 3.71750], [-0.62492, -2.92142, 2.68274], [0.99186, -2.63992, 0.29171], [-0.08776, -1.56042, 1.13644], [1.62385, -0.30879, -0.33243], [2.87285, -1.15212, 0.54248], [3.01257, 0.70461, 1.72733], [1.67525, 0.02394, 2.64284], [1.38730, 2.43928, 1.98236], [1.47632, 2.00337, 0.30925], [-0.45407, 0.32214, 1.03507], [-3.48542, -0.56803, 3.10062], [-1.83536, -0.66714, 2.56678], [-3.09232, -0.55275, 1.33900], [-3.23932, 4.54073, 2.13377], [-4.70179, 2.84416, 3.14341], [-4.86204, 1.13720, 3.29493], [-6.43108, 1.84113, 1.73436], [-4.47965, 3.13680, -0.14204], [-6.23025, 3.10910, -0.15311], [-5.42504, 3.98919, 1.15086], [-5.35857, -0.27867, 1.15801], [-4.39083, 0.60023, -0.10352], [-6.13637, 0.57828, -0.14378], [-1.22318, 1.93421, -1.75514], [-0.16941, 0.96045, -1.02962], [3.71518, -1.15179, -3.60061], [2.46804, -2.59943, -3.83893], [5.39264, -1.56540, -4.45035], [2.99237, 0.52556, -4.21634], [3.90305, -1.05142, -2.54064], [4.69494, -3.66444, 2.44278], [4.75147, -1.97049, 3.36221], [4.95896, -3.45731, 0.53869], [5.98710, -4.90283, 3.16793], [3.71231, -4.08625, 2.59305], [7.47689, -5.64187, -2.26471], [6.10968, -6.99044, -2.42323], [9.09143, -6.13402, -3.19166], [6.83461, -3.91112, -2.84712], [7.72538, -5.56743, -1.21762], [9.63700, -3.01212, 1.64393], [10.26056, -4.61021, 2.52534], [8.45825, -3.42351, 0.17705], [8.80654, -1.79202, 2.88189], [10.50228, -2.51535, 1.23238], [4.11997, 3.76200, 3.74990], [3.62375, 4.29025, 1.96413], [2.86229, 4.39280, 5.06179], [4.38614, 1.85594, 3.85135], [5.07103, 4.22251, 3.96805], [-6.47266, -1.17740, -2.52851], [-7.40460, -2.54039, -3.53143], [-4.63452, -1.65411, -2.22173], [-6.62648, 0.54802, -3.37639], [-6.95418, -1.10348, -1.56656], [-3.89406, 7.77875, 1.09880], [-2.52063, 6.59445, 0.44288], [-4.96195, 6.96470, 2.47982], [-3.16591, 9.47087, 1.67652], [-4.55595, 7.98991, 0.27299], [6.84484, 3.76764, -0.69011], [7.67724, 2.31721, 0.26875], [8.05751, 4.58130, -1.95018], [5.20990, 3.20656, -1.53339], [6.58476, 4.52248, 0.03736], [-1.62822, -7.05299, 3.61878], [-0.12162, -6.73970, 2.46220], [-1.64798, -5.83197, 5.11079], [-3.29224, -7.01409, 2.64808], [-1.51723, -8.04744, 4.02370], [2.67635, -6.95053, 5.75860], [4.40447, -6.84886, 6.60682], [2.30587, -5.38137, 4.70652], [2.48596, -8.57069, 4.73051], [1.93699, -6.98469, 6.54465], [13.05691, -5.01686, -4.76316], [13.60495, -6.66823, -3.93233], [11.95698, -5.32879, -6.31430], [12.19051, -3.84674, -3.50805], [13.95204, -4.51576, -5.10158], [14.73977, -0.50968, -5.01269], [15.34284, -2.12568, -4.15382], [13.64267, -0.90221, -6.54721], [13.84019, 0.65554, -3.77152], [15.61586, 0.01130, -5.36703], [-9.66485, 1.53477, -1.22795], [-9.05231, 0.02858, -0.19334], [-10.98154, 0.99554, -2.52770], [-10.30546, 2.95639, -0.10077], [-8.81220, 1.91539, -1.77383], [-7.31986, 10.28806, -1.05103], [-6.67791, 12.06091, -0.64803], [-5.93570, 9.18726, -1.81168], [-8.11144, 9.44954, 0.49174], [-8.09402, 10.38967, -1.79607], [-5.19134, 5.01578, -3.62395], [-4.30890, 5.59343, -2.01432], [-7.05578, 4.61689, -3.31619], [-4.96190, 6.28090, -5.06349], [-4.72355, 4.09254, -3.93324], [-4.29899, -3.02795, -6.14968], [-2.52939, -2.95780, -5.39703], [-4.64138, -1.52489, -7.30537], [-4.62932, -4.70417, -7.04400], [-4.99761, -2.96196, -5.32650], [-12.57955, -1.76609, -0.46610], [-11.87233, -3.22813, 0.57014], [-13.90778, -2.36213, -1.72992], [-13.25102, -0.35563, 0.65898], [-11.75956, -1.35290, -1.03638]], "forces_ev_per_a": [[0.23, 0.19, 0.47], [0.00, -0.24, -0.04], [-0.06, -0.41, -0.67], [0.53, 0.17, 0.86], [0.17, 0.03, -0.52], [0.15, 0.30, 0.74], [-0.06, -0.85, -0.09], [0.43, 1.63, -0.14], [-0.76, -1.10, 1.98], [0.17, 0.52, -0.15], [-0.02, -0.22, -0.43], [0.77, 0.74, 0.40], [-0.09, -0.22, -0.98], [-0.37, 0.19, 0.02], [-0.31, -0.64, 0.04], [-0.59, 0.32, -0.08], [0.29, 1.05, 0.42], [-0.52, -1.98, -0.67], [0.32, 0.15, -0.16], [-0.18, 0.32, 0.27], [0.26, -0.25, 0.10], [-0.36, 0.14, -0.06], [-0.11, 0.09, -0.16], [-0.05, -0.13, -0.13], [-0.04, 0.23, 0.01], [-0.31, -0.17, -0.33], [0.07, -0.18, -0.14], [-0.07, 0.00, 0.12], [-0.02, 0.10, 0.20], [-0.16, 0.20, 0.08], [-0.09, -0.05, -0.22], [-0.09, 0.05, -0.58], [-0.27, -0.09, -0.10], [0.16, -0.05, 0.03], [-0.17, -0.11, -0.01], [-0.09, -0.51, -0.15], [0.12, 0.24, 0.04], [0.22, -0.24, 0.04], [-0.05, -0.03, 0.27], [0.31, 0.25, 0.13], [-0.08, 0.14, -0.11], [0.20, 0.34, -0.16], [0.31, -0.23, -0.05], [0.32, -0.18, 0.15], [-0.11, 0.01, -0.22], [-0.19, 0.07, -0.09], [0.12, -0.05, -0.06], [-0.11, -0.02, -0.03], [0.01, 0.08, 0.07], [-0.11, 0.40, -0.17], [0.05, -0.10, 0.06], [0.00, -0.01, 0.02], [0.20, 0.15, -0.05], [-0.04, -0.15, -0.10], [-0.32, -0.02, 0.09], [-0.07, 0.05, -0.02], [-0.07, 0.05, -0.04], [-0.03, -0.03, -0.10], [0.06, 0.09, -0.02], [-0.09, 0.00, 0.02], [0.08, -0.50, 0.13], [-0.01, -0.03, 0.06], [-0.07, -0.06, 0.06], [-0.04, 0.06, -0.03], [0.36, 0.23, 0.14], [0.03, -0.08, -0.07], [0.03, 0.00, -0.01], [-0.01, 0.02, 0.01], [0.09, 0.07, 0.04], [0.04, -0.09, -0.13], [0.06, 0.10, 0.15], [0.02, 0.02, 0.00], [0.26, -0.04, -0.06], [0.01, 0.06, 0.01], [-0.12, 0.01, -0.14], [-0.03, -0.04, 0.06], [-0.03, 0.03, 0.05], [0.09, -0.06, -0.05], [-0.04, 0.27, 0.29], [0.08, 0.03, -0.07], [-0.04, -0.03, -0.03], [-0.04, 0.03, -0.01], [-0.05, -0.07, 0.02], [-0.05, 0.05, -0.04], [-0.05, -0.05, 0.05], [0.06, -0.02, -0.02], [-0.01, 0.01, 0.02], [0.03, 0.04, -0.05], [-0.24, -0.02, -0.11], [0.01, -0.04, -0.08], [0.07, 0.02, 0.05], [0.00, -0.03, 0.01], [0.08, 0.07, -0.06], [-0.07, -0.02, -0.05], [0.16, -0.02, 0.21], [0.03, 0.07, 0.05], [-0.03, 0.00, 0.01], [-0.07, 0.03, 0.02], [-0.04, 0.06, -0.04], [0.03, 0.00, 0.08], [-0.08, -0.08, -0.02], [0.02, 0.02, -0.02], [-0.14, -0.02, 0.00], [0.18, 0.11, -0.01], [0.03, -0.01, 0.09], [0.03, -0.08, -0.06], [0.03, 0.01, -0.01], [0.03, 0.07, 0.06], [-0.18, 0.04, 0.05], [0.02, 0.02, -0.01], [0.03, -0.11, -0.06], [0.04, -0.04, -0.01], [0.06, -0.03, 0.09], [-0.02, -0.08, -0.01], [-0.06, 0.01, -0.05], [0.07, 0.04, -0.06], [-0.02, 0.01, -0.02], [0.03, 0.00, 0.17], [-0.10, -0.07, -0.33], [-0.01, 0.03, -0.03], [-0.06, -0.04, 0.06], [0.01, -0.01, -0.03], [0.03, 0.04, 0.06], [-0.05, -0.01, -0.08], [0.01, -0.08, 0.06], [0.01, 0.08, 0.03], [-0.01, 0.00, 0.02], [0.01, 0.00, 0.06], [-0.04, 0.07, -0.05], [0.06, 0.03, 0.06], [0.04, -0.07, -0.06], [0.02, 0.01, 0.00]], "total_charge": -1, "e_lumo_ev": 0.67, "e_above_lowest_kj_mol": 55.9, "multiplicity": 1}